ORCA calculation (the ωB97M-V functional and the def2-TZVPD basis) on a structure of composition C21H29CoN3OS4.

Geometry (Å):
Co (-0.978, -0.651, 1.993)
C (1.323, -1.627, 4.051)
C (0.870, -0.218, 4.411)
S (-0.941, -0.284, 4.359)
C (-1.567, 1.414, 4.236)
C (-2.955, 1.311, 3.615)
S (-2.871, 0.728, 1.878)
C (-4.155, -0.588, 1.725)
C (-3.601, -1.911, 1.200)
S (-2.432, -2.516, 2.452)
C (-1.316, -3.686, 1.634)
C (0.008, -3.667, 2.401)
S (0.889, -2.045, 2.317)
H (0.872, -2.377, 4.702)
H (2.404, -1.700, 4.140)
H (1.233, 0.526, 3.703)
H (1.213, 0.039, 5.411)
H (-0.884, 2.015, 3.635)
H (-1.644, 1.850, 5.230)
H (-3.422, 2.293, 3.603)
H (-3.597, 0.627, 4.170)
H (-4.902, -0.212, 1.031)
H (-4.624, -0.705, 2.703)
H (-3.082, -1.785, 0.248)
H (-4.416, -2.621, 1.073)
H (-1.199, -3.395, 0.592)
H (-1.739, -4.688, 1.674)
H (0.676, -4.409, 1.974)
H (-0.140, -3.905, 3.455)
C (5.465, 1.094, -2.744)
C (4.037, 1.367, -3.176)
C (3.573, 1.008, -4.431)
C (2.273, 1.292, -4.836)
C (1.399, 1.949, -3.989)
N (0.082, 2.238, -4.476)
C (-1.033, 2.650, -3.816)
O (-1.867, 3.386, -4.291)
N (-1.225, 2.143, -2.511)
C (-0.819, 0.941, -1.970)
C (-0.322, -0.129, -2.717)
C (0.118, -1.261, -2.056)
C (0.026, -1.334, -0.681)
N (-0.532, -0.345, 0.041)
C (-0.936, 0.765, -0.599)
C (1.846, 2.321, -2.732)
C (3.147, 2.021, -2.337)
H (6.067, 0.714, -3.569)
H (5.503, 0.360, -1.935)
H (5.938, 2.004, -2.371)
H (4.243, 0.499, -5.118)
H (1.936, 1.004, -5.828)
H (0.000, 2.405, -5.465)
H (-1.943, 2.656, -2.026)
H (-0.284, -0.071, -3.797)
H (0.527, -2.098, -2.610)
H (0.434, -2.182, -0.153)
H (-1.367, 1.554, 0.004)
H (1.205, 2.899, -2.074)
H (3.489, 2.339, -1.355)

Summary:
- Spin multiplicity: 2
- Energy relative to the best compared isomer or geometry (same formula, charge and spin): 5.58 kcal per mole
- HOMO level (alpha / beta): -12.8 / -12.8 eV
- Total charge: +2
- Expectation value of S²: 0.8208

---

ORCA calculation (the ωB97M-V functional and the def2-TZVPD basis) on a structure of composition C21H29CoO at a distorted geometry.

Geometry (Å):
Co (-0.249, -0.722, 0.763)
C (-0.391, 1.315, 2.299)
C (-0.189, 2.263, 1.150)
C (-1.019, 1.916, 0.094)
H (0.497, 3.106, 1.193)
C (-1.837, 0.770, 0.457)
C (-1.535, 0.446, 1.812)
H (-2.161, -0.142, 2.486)
H (-0.502, 1.779, 3.291)
H (-1.156, 2.467, -0.830)
H (-2.698, 0.426, -0.105)
C (1.079, -2.195, 0.526)
C (0.021, -2.533, 1.436)
C (-1.226, -2.394, 0.736)
H (0.136, -2.838, 2.476)
C (-0.937, -1.992, -0.613)
C (0.486, -1.845, -0.734)
H (0.997, -1.482, -1.617)
H (2.142, -2.163, 0.746)
H (-2.215, -2.596, 1.138)
H (-1.644, -1.816, -1.413)
O (0.477, 0.777, -1.996)
C (-1.178, 0.541, -3.681)
C (-0.303, 1.820, -3.976)
C (-2.557, 0.724, -3.117)
C (-0.821, -0.717, -4.420)
C (0.701, 1.887, -2.912)
H (-0.894, 2.791, -4.008)
H (0.219, 1.811, -4.981)
H (1.786, 1.852, -3.299)
H (0.711, 2.872, -2.336)
H (-3.559, 0.713, -3.706)
H (-2.576, 1.675, -2.489)
H (-2.653, -0.088, -2.340)
H (-1.187, -1.025, -5.488)
H (-1.048, -1.606, -3.755)
H (0.325, -0.708, -4.450)
C (1.501, -0.457, 5.391)
C (2.429, -0.536, 4.166)
C (3.592, 0.439, 4.326)
C (2.960, -1.957, 3.982)
C (1.683, -0.147, 2.934)
C (0.709, 0.298, 2.294)
H (2.063, -0.686, 6.310)
H (0.665, -1.168, 5.302)
H (1.067, 0.552, 5.489)
H (4.159, 0.246, 5.249)
H (4.270, 0.346, 3.465)
H (3.217, 1.469, 4.359)
H (2.145, -2.662, 3.773)
H (3.661, -1.990, 3.136)
H (3.483, -2.287, 4.891)

Summary:
- Spin multiplicity: 5
- HOMO level (alpha / beta): 2.8 / -1.3 eV
- Total charge: -2
- Expectation value of S²: 6.0932

---

ORCA calculation (the ωB97M-V functional and the def2-TZVPD basis) on an isolated molecule of C21H29N3O4 at a distorted geometry.

Geometry (Å):
C (3.743, 2.258, -2.145)
C (2.979, 1.040, -1.640)
H (1.925, 1.303, -1.521)
H (3.039, 0.244, -2.382)
C (3.502, 0.540, -0.280)
N (2.497, -0.270, 0.389)
C (1.683, 0.141, 1.387)
O (0.879, -0.613, 1.907)
C (1.821, 1.589, 1.857)
H (1.941, 2.262, 1.009)
H (2.705, 1.661, 2.495)
C (0.582, 2.002, 2.654)
C (-0.572, 2.228, 1.753)
N (-1.488, 3.133, 1.852)
N (-2.349, 2.943, 0.826)
C (-1.915, 1.935, 0.147)
O (-0.772, 1.435, 0.676)
C (-2.540, 1.274, -1.022)
C (-3.276, 0.046, -0.529)
C (-2.562, -0.990, 0.053)
C (-3.214, -2.105, 0.567)
C (-4.602, -2.166, 0.478)
C (-5.318, -1.143, -0.109)
C (-4.669, -0.022, -0.618)
O (-5.301, 1.031, -1.222)
C (-6.705, 1.040, -1.251)
H (-6.982, 1.982, -1.723)
H (-7.104, 0.209, -1.843)
H (-7.129, 1.006, -0.242)
H (-6.392, -1.227, -0.159)
H (-5.108, -3.029, 0.880)
O (-2.599, -3.163, 1.165)
C (-1.191, -3.160, 1.244)
H (-0.743, -3.198, 0.245)
H (-0.809, -2.287, 1.781)
H (-0.927, -4.064, 1.790)
H (-1.489, -0.901, 0.122)
H (-1.762, 0.986, -1.733)
H (-3.242, 1.962, -1.486)
H (0.753, 2.915, 3.222)
H (0.325, 1.194, 3.346)
C (2.300, -1.604, -0.155)
C (3.602, -2.394, -0.170)
C (4.644, -1.633, -0.980)
C (4.820, -0.243, -0.380)
H (5.531, 0.339, -0.967)
H (5.229, -0.349, 0.628)
H (4.322, -1.560, -2.020)
H (5.599, -2.161, -0.966)
H (3.420, -3.380, -0.600)
H (3.957, -2.527, 0.853)
H (1.557, -2.098, 0.474)
H (1.903, -1.522, -1.173)
H (3.706, 1.415, 0.341)
H (3.323, 2.597, -3.088)
H (4.792, 2.023, -2.307)
H (3.681, 3.076, -1.430)

Summary:
- Structure (SMILES): CC[C@@H]1CCCCN1C(=O)CCc1nnc(Cc2cc(OC)ccc2OC)o1
- Energy relative to the best compared isomer or geometry (same formula, charge and spin): 59.44 kcal per mole
- HOMO level: -7.7 eV

---

ORCA calculation (the ωB97M-V functional and the def2-TZVPD basis) on an isolated molecule of C21H29N3OS.

Geometry (Å):
C (-5.769, 2.736, -0.342)
C (-4.821, 2.698, 0.809)
C (-3.481, 2.437, 0.737)
S (-2.781, 2.500, 2.325)
C (-4.360, 2.861, 2.946)
N (-5.285, 2.928, 2.066)
H (-4.513, 3.013, 3.996)
C (-2.641, 2.194, -0.467)
H (-3.265, 1.806, -1.275)
H (-1.877, 1.450, -0.233)
C (-1.979, 3.502, -0.933)
C (-1.149, 3.277, -2.186)
O (-1.611, 3.516, -3.286)
N (0.114, 2.810, -2.034)
C (0.758, 2.392, -0.814)
H (1.705, 2.940, -0.715)
H (0.148, 2.609, 0.060)
C (1.061, 0.885, -0.859)
N (1.661, 0.496, 0.394)
C (1.887, -0.827, 0.743)
C (1.147, -1.889, 0.225)
C (1.375, -3.181, 0.658)
C (2.339, -3.469, 1.615)
C (3.070, -2.408, 2.134)
C (2.854, -1.114, 1.708)
H (3.438, -0.305, 2.125)
H (3.828, -2.597, 2.881)
C (2.593, -4.882, 2.080)
C (3.067, -5.761, 0.921)
H (3.957, -5.335, 0.462)
H (2.295, -5.844, 0.160)
H (3.307, -6.760, 1.278)
C (1.344, -5.476, 2.734)
H (0.533, -5.556, 2.015)
H (1.012, -4.847, 3.557)
H (1.558, -6.470, 3.122)
H (3.390, -4.853, 2.833)
H (0.785, -3.979, 0.231)
H (0.386, -1.716, -0.520)
H (2.408, 1.112, 0.688)
C (1.942, 0.585, -2.082)
C (1.250, 1.085, -3.346)
C (0.925, 2.571, -3.213)
H (1.852, 3.150, -3.124)
H (0.362, 2.927, -4.076)
H (0.323, 0.530, -3.502)
H (1.889, 0.929, -4.216)
H (2.904, 1.090, -1.960)
H (2.131, -0.488, -2.143)
H (0.112, 0.348, -0.966)
H (-1.386, 3.937, -0.128)
H (-2.761, 4.214, -1.202)
H (-5.417, 3.418, -1.112)
H (-5.873, 1.746, -0.784)
H (-6.740, 3.066, 0.014)

Summary:
- Structure (SMILES): Cc1ncsc1CCC(=O)N1CCC[C@@H](Nc2ccc(C(C)C)cc2)C1
- Energy relative to the best compared isomer or geometry (same formula, charge and spin): 2.28 kcal per mole
- HOMO level: -7.8 eV

---

ORCA calculation (the ωB97M-V functional and the def2-TZVPD basis) on a structure of composition C21H29N5OReS2Si.

Geometry (Å):
Re (0.964, 0.026, -0.495)
O (3.005, 0.077, -0.630)
N (3.581, 1.047, -1.370)
C (4.923, 0.956, -1.533)
C (5.594, 1.896, -2.253)
C (4.872, 2.958, -2.818)
C (3.518, 3.031, -2.629)
C (2.846, 2.052, -1.878)
S (1.148, 2.098, -1.570)
H (5.369, 0.096, -1.058)
H (6.662, 1.805, -2.378)
H (5.380, 3.716, -3.398)
H (2.928, 3.835, -3.044)
C (-5.880, -0.702, -1.563)
Si (-4.341, -0.189, -2.486)
C (-3.630, -1.645, -3.404)
C (-4.706, 1.211, -3.663)
C (-3.136, 0.497, -1.195)
C (-3.592, 1.471, -0.317)
C (-2.760, 2.070, 0.630)
C (-1.445, 1.682, 0.693)
N (-0.984, 0.725, -0.129)
C (-1.790, 0.151, -1.041)
S (-0.739, -0.967, -1.851)
H (-6.620, -1.103, -2.260)
H (-6.346, 0.133, -1.036)
H (-5.656, -1.480, -0.829)
H (-4.399, -2.045, -4.072)
H (-3.320, -2.447, -2.733)
H (-2.772, -1.362, -4.015)
H (-5.403, 0.891, -4.440)
H (-3.791, 1.553, -4.152)
H (-5.151, 2.066, -3.148)
H (-4.627, 1.793, -0.366)
H (-3.132, 2.837, 1.294)
H (-0.726, 2.120, 1.370)
C (-0.049, 0.778, 4.663)
C (1.165, 0.004, 4.128)
C (1.138, -1.447, 4.624)
C (2.472, 0.692, 4.543)
C (1.089, -0.003, 2.654)
N (1.010, -0.014, 1.505)
H (-0.006, 0.789, 5.753)
H (-0.984, 0.308, 4.358)
H (-0.044, 1.809, 4.310)
H (1.183, -1.448, 5.714)
H (1.997, -2.007, 4.250)
H (0.219, -1.951, 4.323)
H (2.532, 0.702, 5.631)
H (2.505, 1.722, 4.187)
H (3.339, 0.159, 4.154)
N (1.768, -4.121, 0.554)
C (2.291, -4.098, -0.717)
C (2.114, -2.828, -1.158)
N (1.493, -2.081, -0.178)
C (1.296, -2.894, 0.838)
H (1.718, -4.920, 1.160)
H (2.729, -4.964, -1.180)
H (2.381, -2.394, -2.106)
H (0.799, -2.652, 1.760)

Summary:
- HOMO level: -9.5 eV
- Total charge: +1

---

ORCA calculation (the ωB97M-V functional and the def2-TZVPD basis) on a structure of composition C21H29N5ORu.

Geometry (Å):
Ru (-3.509, 0.651, -0.019)
C (-2.347, 2.322, 2.684)
C (-3.138, 1.096, 3.010)
C (-3.390, 0.750, 4.336)
C (-4.092, -0.398, 4.633)
C (-4.531, -1.226, 3.593)
C (-4.278, -0.854, 2.301)
N (-3.610, 0.321, 2.007)
C (-4.683, -1.648, 1.126)
C (-5.391, -2.830, 1.117)
C (-5.720, -3.404, -0.110)
C (-5.366, -2.795, -1.314)
C (-4.658, -1.613, -1.272)
N (-4.315, -1.098, -0.062)
C (-4.223, -0.783, -2.411)
C (-4.469, -1.097, -3.719)
C (-4.010, -0.229, -4.718)
C (-3.295, 0.894, -4.364)
C (-3.047, 1.173, -3.022)
C (-2.209, 2.353, -2.644)
N (-3.542, 0.365, -2.058)
H (-2.948, 3.223, 2.830)
H (-1.953, 2.318, 1.667)
H (-1.500, 2.404, 3.365)
H (-3.018, 1.392, 5.124)
H (-4.290, -0.670, 5.662)
H (-5.057, -2.144, 3.816)
H (-5.700, -3.304, 2.038)
H (-6.278, -4.333, -0.129)
H (-5.654, -3.243, -2.254)
H (-5.008, -1.995, -3.986)
H (-4.204, -0.451, -5.760)
H (-2.908, 1.566, -5.120)
H (-2.643, 3.279, -3.028)
H (-1.225, 2.261, -3.108)
H (-2.044, 2.444, -1.569)
O (-4.076, 2.720, -0.010)
H (-4.063, 3.319, -0.774)
H (-4.606, 3.145, 0.684)
C (9.325, -0.072, -1.389)
C (8.628, -0.145, -0.035)
C (8.179, 1.229, 0.443)
C (9.508, -0.844, 1.009)
N (7.433, -1.015, -0.238)
N (6.304, -0.893, 0.429)
H (10.275, 0.444, -1.269)
H (8.726, 0.473, -2.118)
H (9.545, -1.069, -1.778)
H (9.053, 1.878, 0.462)
H (7.791, 1.216, 1.465)
H (7.448, 1.675, -0.232)
H (10.387, -0.226, 1.189)
H (9.849, -1.818, 0.657)
H (8.981, -0.970, 1.956)
H (7.520, -1.843, -0.818)
H (6.294, -0.177, 1.144)
H (5.752, -1.726, 0.578)

Summary:
- Spin multiplicity: 5
- Energy relative to the best compared isomer or geometry (same formula, charge and spin): 0.00 kcal per mole
- HOMO level (alpha / beta): -18.0 / -19.8 eV
- Total charge: +4
- Expectation value of S²: 6.0207

---

ORCA calculation (the ωB97M-V functional and the def2-TZVPD basis) on a structure of composition C21H29N6PPtSSe.

Geometry (Å):
Pt (0.158, -0.184, 0.166)
C (3.130, -1.624, 0.147)
C (3.086, -0.493, -0.833)
C (4.238, -0.200, -1.593)
C (4.223, 0.838, -2.476)
C (3.060, 1.631, -2.606)
C (2.987, 2.732, -3.486)
C (1.846, 3.483, -3.550)
C (0.746, 3.172, -2.736)
C (0.783, 2.105, -1.868)
S (-0.584, 1.770, -0.816)
C (1.948, 1.301, -1.806)
N (1.979, 0.224, -0.953)
H (3.637, -2.488, -0.285)
H (2.133, -1.924, 0.471)
H (3.707, -1.323, 1.024)
H (5.118, -0.814, -1.461)
H (5.094, 1.072, -3.074)
H (3.847, 2.971, -4.098)
H (1.785, 4.330, -4.219)
H (-0.142, 3.790, -2.782)
C (-0.990, 0.967, 5.171)
N (-1.862, 1.607, 4.074)
C (-3.198, 0.837, 4.030)
N (-2.974, -0.548, 3.830)
C (-2.126, -1.091, 4.889)
N (-0.829, -0.422, 4.937)
C (0.007, -0.722, 3.772)
P (-0.790, -0.151, 2.207)
C (-1.171, 1.580, 2.743)
C (-2.466, -0.863, 2.492)
H (-1.513, 1.143, 6.111)
H (-0.036, 1.494, 5.168)
H (-2.054, 2.578, 4.331)
H (-3.789, 1.274, 3.226)
H (-3.678, 1.018, 4.991)
H (-1.978, -2.156, 4.724)
H (-2.628, -0.954, 5.848)
H (0.177, -1.799, 3.719)
H (0.983, -0.245, 3.884)
H (-1.814, 2.062, 2.005)
H (-0.250, 2.160, 2.816)
H (-2.428, -1.948, 2.369)
H (-3.152, -0.482, 1.731)
C (1.073, -3.107, -2.901)
N (0.012, -2.206, -3.326)
C (-0.154, -1.716, -4.599)
C (-1.266, -0.945, -4.586)
N (-1.763, -0.972, -3.307)
C (-2.957, -0.272, -2.851)
C (-0.976, -1.745, -2.542)
Se (-1.220, -2.103, -0.711)
H (1.684, -3.345, -3.766)
H (0.642, -4.019, -2.494)
H (1.680, -2.621, -2.141)
H (0.519, -1.970, -5.398)
H (-1.749, -0.392, -5.372)
H (-3.414, 0.208, -3.711)
H (-2.675, 0.479, -2.114)
H (-3.653, -0.985, -2.417)

Summary:
- Spin multiplicity: 3
- Energy relative to the best compared isomer or geometry (same formula, charge and spin): 2.57 kcal per mole
- HOMO level (alpha / beta): -12.3 / -12.8 eV
- Total charge: +2
- Expectation value of S²: 2.0144

---

ORCA calculation (the ωB97M-V functional and the def2-TZVPD basis) on an isolated molecule of C21H29NO6 at a distorted geometry.

Geometry (Å):
C (4.192, -0.592, 3.689)
C (3.465, 0.402, 2.842)
O (2.152, -0.198, 2.495)
C (1.291, 0.646, 1.926)
C (-0.085, 0.132, 1.525)
C (-0.803, 0.785, 2.725)
O (-0.491, 0.451, 3.893)
O (-1.723, 1.721, 2.384)
C (-2.461, 2.368, 3.493)
C (-3.870, 1.897, 3.411)
C (-0.290, -1.289, 1.908)
O (0.559, -2.179, 1.849)
O (-1.425, -1.434, 2.632)
C (-1.511, -2.728, 3.291)
C (-2.806, -2.750, 4.062)
O (1.508, 1.832, 1.690)
H (5.177, -0.202, 3.939)
H (3.674, -0.765, 4.635)
H (4.351, -1.527, 3.165)
H (3.268, 1.331, 3.397)
H (3.962, 0.631, 1.892)
H (-2.011, 2.114, 4.446)
H (-2.346, 3.432, 3.286)
H (-4.505, 2.521, 4.049)
H (-4.209, 1.913, 2.365)
H (-3.946, 0.850, 3.754)
H (-1.442, -3.443, 2.468)
H (-0.686, -2.885, 4.010)
H (-2.991, -3.776, 4.435)
H (-2.742, -2.083, 4.949)
H (-3.669, -2.459, 3.448)
C (-3.041, -0.670, -2.335)
C (-3.722, -0.204, -1.042)
C (-2.633, -0.048, 0.015)
N (-1.330, -0.350, -0.673)
C (-0.159, 0.122, -0.135)
C (1.098, -0.124, -0.955)
C (1.440, 0.614, -2.129)
C (2.663, 0.413, -2.773)
C (3.532, -0.593, -2.347)
C (3.182, -1.366, -1.239)
C (1.980, -1.144, -0.573)
C (-1.515, -0.577, -2.112)
H (-3.293, -1.710, -2.510)
H (-3.367, -0.135, -3.235)
H (-4.237, 0.749, -1.139)
H (-4.452, -0.896, -0.622)
H (-2.583, 0.978, 0.450)
H (-2.763, -0.770, 0.856)
H (-0.321, 1.261, 0.307)
H (0.774, 1.409, -2.512)
H (2.948, 1.044, -3.638)
H (4.464, -0.772, -2.885)
H (3.839, -2.145, -0.884)
H (1.714, -1.743, 0.289)
H (-0.969, -1.473, -2.449)
H (-1.127, 0.266, -2.705)

Summary:
- Structure (SMILES): CCOC(=O)C(C(=O)OCC)(C(=O)OCC)[C@@H](c1ccccc1)N1CCCC1
- Energy relative to the best compared isomer or geometry (same formula, charge and spin): 60.67 kcal per mole
- HOMO level: -7.4 eV